DFT (wB97M-V/def2-TZVPD) results for a molecular structure, C7H19FeIO2 in a non-equilibrium geometry.

The value obtained for the total energy is -54147.181 eV. The value obtained for the HOMO energy (alpha / beta) is -7.81 / -8.34 eV. The value obtained for the orbital gap (alpha / beta) is 8.1 / 8.6 eV. The LUMO energy (alpha / beta) comes out at 0.010 / 0.009 hartree. As for the relative energy (zero: lowest compared OMol25 entry of this formula, charge and spin): 121.9 kJ/mol. As for the expectation value of S²: 6.01. As for the multiplicity: 5.

Geometry as XYZ:
```
30
Properties=species:S:1:pos:R:3:forces:R:3
C 0.7264 -0.9310 -3.4087 -0.311 0.054 -0.390
C 0.6712 0.5861 -3.4926 0.510 0.427 -0.220
H 1.7387 -1.2995 -3.2334 -0.004 -0.047 0.003
H 0.3584 -1.3949 -4.3350 0.069 -0.010 0.308
H 0.0605 -1.2998 -2.6002 0.273 0.040 -0.665
H 1.1769 1.0192 -2.6234 -0.204 -0.010 -0.361
H 1.1684 1.0268 -4.3638 -0.015 -0.422 -0.088
H -0.3565 0.9470 -3.4987 0.110 -0.013 0.009
Fe 0.5757 -0.6701 -0.6175 -1.709 0.588 -1.428
C -0.3081 1.2326 -0.7805 0.214 -0.147 -0.679
H 0.4358 1.9597 -1.1679 -0.686 -0.026 0.376
H -0.8449 1.6070 0.1062 0.601 -0.256 -0.451
H -1.0532 1.0506 -1.5751 0.143 0.366 0.277
I -0.3371 -3.0480 -0.4995 0.107 -0.820 -0.110
C 2.0668 0.0833 1.2156 0.487 -0.006 1.131
O 0.6973 -0.2979 1.2419 0.810 0.188 1.634
C 0.1801 -0.8290 2.4567 0.387 0.257 -0.085
C -1.3052 -1.0319 2.2914 -0.592 -0.429 -0.354
O -1.9397 -0.0694 1.4595 0.013 -0.041 1.270
C -2.1497 1.1903 2.0975 -0.147 -0.227 -0.375
H 2.7074 -0.7046 1.6633 -0.285 0.359 -0.302
H 2.1787 1.0194 1.7911 0.186 -0.265 -0.435
H 2.3676 0.2415 0.1525 -0.035 0.134 0.583
H 0.6676 -1.7930 2.6301 -0.036 0.049 0.338
H 0.3818 -0.1159 3.2579 0.280 0.002 0.054
H -1.4612 -1.9983 1.7959 -0.138 0.373 0.227
H -1.7175 -1.0743 3.3146 -0.219 0.075 -0.295
H -1.2114 1.7336 2.2727 -0.084 -0.077 -0.050
H -2.6971 1.1078 3.0441 0.098 -0.249 -0.008
H -2.7777 1.7525 1.4052 0.180 0.130 0.088
```
Positions in Å, forces in eV/Å.

---

DFT (wB97M-V/def2-TZVPD) results for 7 unconnected molecules or ions with the total composition C19H37IO10S in a non-equilibrium geometry.

The value obtained for the total energy is -59708.842 eV. The value obtained for the HOMO energy is -8.33 eV. The value obtained for the orbital gap is 8.1 eV. The LUMO energy comes out at -0.007 hartree. The SMILES is O=C(I)C[C@H]1OC(=O)[C@@H](COc2ccccc2)[C@@H]1S.CO.CO.CO.CO.CO.CO. As for the multiplicity: 1.

Geometry as XYZ:
```
68
Properties=species:S:1:pos:R:3:forces:R:3
O 3.2356 2.9910 0.4973 -0.537 -0.256 0.979
C 3.1573 2.1863 1.3792 1.385 -0.300 -1.203
I 1.9480 2.5262 3.1462 0.287 -0.187 -0.409
C 3.9902 0.8635 1.2394 -0.369 -0.311 -0.171
C 3.1755 -0.2513 0.4746 -0.131 -1.690 1.847
O 3.6828 -1.5017 1.0676 0.276 -1.364 1.113
C 2.6921 -2.4765 1.2337 -0.564 2.407 -1.954
O 2.7369 -3.4580 1.9018 0.637 0.388 -0.245
C 1.4826 -1.8995 0.3446 -0.109 -1.935 3.553
C 0.2395 -2.7455 0.8820 1.255 -0.411 -1.509
O -0.9327 -2.3458 0.1743 -0.236 0.467 1.424
C -1.6627 -1.3386 0.7805 -2.272 2.854 0.298
C -2.3599 -0.4206 -0.1400 -0.389 0.301 1.057
C -3.2041 0.6651 0.3117 0.724 -1.449 2.136
C -3.3989 0.8713 1.7602 1.432 -1.520 -0.802
C -2.6949 0.0027 2.6888 -0.073 -0.077 -2.063
C -1.8488 -1.0871 2.2005 -0.153 0.318 -0.798
C 1.6231 -0.4090 0.8087 1.326 0.710 -3.178
S 0.7847 0.5895 -0.5268 -0.533 0.336 0.111
H 4.3176 0.4169 2.2119 -0.546 0.542 -0.743
H 4.9035 1.1087 0.6418 -0.806 0.000 0.538
H 3.4123 -0.4165 -0.6060 -0.547 1.031 0.770
H 1.7452 -2.1806 -0.7065 -0.516 0.900 0.696
H 0.4659 -3.8030 0.5574 -0.411 1.040 0.382
H 0.1686 -2.7774 1.9941 -0.095 0.380 -0.897
H -2.2394 -0.5518 -1.2432 0.005 -0.057 1.144
H -3.7446 1.3311 -0.3954 0.586 -0.756 0.593
H -4.0643 1.6824 2.1296 0.662 -0.741 -0.378
H -2.8208 0.1494 3.7890 0.177 -0.228 -1.147
H -1.3338 -1.7472 2.9447 -0.649 0.731 -0.712
H 1.3489 -0.1756 1.8673 0.122 -0.351 -1.007
H 1.2939 1.8625 -0.4995 0.045 -0.805 0.560
C 0.9237 -5.2668 3.8863 -0.192 -0.236 -0.104
O -0.4601 -4.9793 4.0733 -0.236 0.093 0.041
H 1.5102 -4.4688 4.3373 -0.105 -0.002 -0.038
H 1.1735 -6.2153 4.3684 0.170 0.037 -0.021
H 1.1487 -5.3199 2.8198 0.224 0.007 0.077
H -0.9596 -5.6966 3.6664 0.000 0.150 0.034
C -4.1609 -5.2165 5.0004 0.304 0.203 -0.045
O -3.6765 -4.2912 4.0371 0.062 0.000 -0.028
H -5.1776 -5.4989 4.7317 0.062 0.064 -0.055
H -3.5296 -6.1095 5.0107 -0.131 -0.109 0.165
H -4.1650 -4.7550 5.9913 -0.092 -0.187 0.092
H -2.7763 -4.0556 4.2953 -0.079 0.003 -0.124
C -3.6715 3.9918 -1.3221 -0.205 0.334 0.098
O -4.6574 3.9321 -0.2952 -0.060 -0.103 0.106
H -3.2785 2.9910 -1.4838 -0.010 0.093 0.002
H -4.1234 4.3569 -2.2471 0.229 -0.037 -0.112
H -2.8580 4.6532 -1.0159 0.125 -0.071 -0.215
H -4.9919 4.8260 -0.1672 -0.002 -0.159 0.036
C -1.7826 3.0187 -4.8877 0.237 0.062 0.147
O -1.4447 3.9204 -3.8440 -0.048 0.018 0.195
H -2.8151 3.1971 -5.1846 0.040 0.048 0.103
H -1.1268 3.1882 -5.7425 -0.175 -0.138 -0.112
H -1.6793 1.9888 -4.5343 -0.088 -0.098 -0.213
H -0.5283 3.7426 -3.6023 -0.075 0.176 -0.080
C 4.7712 2.6060 -2.7186 -0.152 0.044 0.165
O 3.5614 2.3964 -3.4445 0.197 -0.239 0.284
H 5.5512 2.9054 -3.4163 -0.129 -0.054 -0.052
H 4.6250 3.3958 -1.9790 0.167 -0.049 0.039
H 5.0685 1.6792 -2.2210 0.136 0.074 0.027
H 2.8879 2.1321 -2.8059 -0.004 0.028 -0.151
C 1.5132 2.3532 -5.9047 0.531 0.304 0.275
O 2.1338 3.5271 -5.4008 -0.356 0.175 -0.354
H 0.7109 2.6416 -6.5806 0.084 0.017 0.002
H 2.2450 1.7520 -6.4504 -0.158 -0.198 -0.041
H 1.0972 1.7730 -5.0754 -0.118 -0.247 -0.144
H 2.8421 3.2435 -4.8039 -0.138 0.030 0.017
```
Positions in Å, forces in eV/Å.

---

DFT (wB97M-V/def2-TZVPD) results for 7 unconnected molecules or ions with the total composition C2H16O5S in a non-equilibrium geometry.

The value obtained for the total energy is -23399.496 eV. The value obtained for the HOMO energy is -9.37 eV. The value obtained for the orbital gap is 3.4 eV. The LUMO energy comes out at -0.220 hartree. As for the relative energy (zero: lowest compared OMol25 entry of this formula, charge and spin): 722.6 kJ/mol. As for the multiplicity: 1.

Geometry as XYZ:
```
24
Properties=species:S:1:pos:R:3:forces:R:3
C 1.7922 0.9480 -0.7525 -0.457 -0.241 0.791
C 0.5842 0.1773 -1.3162 0.693 1.048 -1.094
S -0.6645 1.2850 -1.8789 0.321 -1.352 0.257
H 1.4974 1.4830 0.1498 0.060 0.251 -0.132
H 2.1755 1.6256 -1.5117 0.196 -0.024 0.141
H 2.5350 0.2219 -0.4176 0.035 -0.059 -0.300
H 0.9024 -0.4766 -2.1346 -0.483 -0.233 0.126
H 0.1352 -0.4872 -0.5471 -0.188 -0.155 0.270
H -0.9478 3.9301 0.6634 0.114 -0.541 -0.272
H -2.2823 -0.1960 0.7534 0.062 0.057 0.170
H -2.3854 0.1530 -0.7401 -0.339 -0.221 0.072
O -2.8228 -0.3700 -0.0474 0.175 0.245 -0.258
H 1.2791 -3.5900 0.0611 -0.073 -0.144 0.027
H 1.2207 -1.5612 2.6942 0.074 -0.018 -0.188
O 0.9183 -1.1988 1.8515 0.001 0.439 0.072
H -1.4228 -1.9195 -2.1743 0.032 -0.069 0.086
H -0.6036 2.6464 -0.2283 -0.171 0.713 0.426
O -0.5137 3.0624 0.6478 0.068 0.108 0.291
H -1.1621 -2.1267 -1.5049 -0.051 -0.033 -0.197
H 1.0084 -2.1506 0.7197 -0.075 -0.309 -0.119
O 1.0611 -2.6818 -0.1526 0.085 0.462 -0.102
H -0.8762 1.2034 1.8533 -0.092 -0.200 0.156
H -0.2906 -0.2618 1.9786 0.011 -0.235 0.130
O -1.1379 0.2841 2.0332 0.003 0.512 -0.352
```
Positions in Å, forces in eV/Å.

---

DFT (wB97M-V/def2-TZVPD) results for 9 unconnected molecules or ions with the total composition C42H102Cl2N9O10 in a non-equilibrium geometry.

The value obtained for the total energy is -104091.090 eV. The value obtained for the HOMO energy is -13.33 eV. The value obtained for the orbital gap is 6.6 eV. The LUMO energy comes out at -0.247 hartree. Its total charge is +5. As for the relative energy (zero: lowest compared OMol25 entry of this formula, charge and spin): 0.0 kJ/mol. As for the multiplicity: 1.

Geometry as XYZ:
```
165
Properties=species:S:1:pos:R:3:forces:R:3
C -5.5708 2.7831 -6.0315 1.438 1.260 0.347
C -6.5823 2.8707 -7.1402 0.488 -0.206 0.025
N -7.6117 3.9034 -7.0164 1.577 0.727 -2.663
C -7.7567 4.9246 -7.9694 1.222 -0.140 0.509
C -8.7979 5.6879 -7.5704 -0.591 -0.541 0.402
N -9.3335 5.0523 -6.4356 0.246 -0.535 -0.192
C -8.5655 3.9954 -6.1611 -1.396 -1.018 1.408
C -10.6887 5.2703 -5.9051 0.432 1.886 0.905
H -4.7730 2.1039 -6.3718 -0.332 0.143 0.280
H -5.9554 2.4417 -5.0803 -0.365 -0.378 0.053
H -5.0827 3.7510 -5.7863 -0.236 -0.418 -0.440
H -7.0269 1.9083 -7.1362 -0.999 -0.835 -0.388
H -6.1024 2.9751 -8.1192 -0.174 0.276 0.293
H -6.9775 4.9969 -8.7348 -0.743 0.281 0.241
H -9.2527 6.5796 -7.9891 0.148 -0.277 0.105
H -8.7022 3.1537 -5.4680 -0.459 0.999 0.052
H -11.3838 5.0799 -6.7143 -0.337 -0.421 0.326
H -10.7297 6.3635 -5.6807 -0.222 -0.781 -0.143
H -10.8640 4.7664 -4.9214 0.191 0.012 -1.261
C -7.7121 6.1584 3.0444 1.729 -0.679 -0.353
C -7.0902 5.5890 4.3671 -1.122 -0.135 -0.591
N -8.1031 5.4902 5.4571 -0.409 -0.898 -0.570
C -8.9504 4.3838 5.7531 0.581 2.694 1.679
C -9.6754 4.8019 6.8585 1.390 -0.272 -2.314
N -9.3044 6.0937 7.1498 0.584 -0.504 -1.071
C -8.3809 6.4971 6.2715 0.034 -0.085 0.390
C -9.9556 6.8833 8.1325 -1.508 1.379 1.023
H -6.9114 6.1173 2.2348 -1.011 -0.235 0.975
H -7.9337 7.2045 3.1109 -0.389 0.553 0.315
H -8.5990 5.5982 2.7092 0.412 0.152 0.258
H -6.2625 6.1705 4.7831 -0.125 -0.032 -0.383
H -6.7606 4.5660 4.1868 0.159 0.112 0.093
H -8.8845 3.4500 5.2497 -0.023 -0.336 -0.295
H -10.4636 4.2747 7.3116 -0.677 -0.277 0.858
H -7.9100 7.4889 6.2271 -0.350 -0.658 0.168
H -11.0070 6.9979 7.8338 0.313 0.303 -0.004
H -9.5102 7.8762 8.3216 -0.007 -0.615 -0.492
H -10.0026 6.3716 9.0753 0.305 -0.380 0.432
C 8.7392 7.0582 -3.8635 1.401 -1.129 0.716
O 8.3026 6.0593 -4.7543 -0.124 -0.336 -1.642
C 9.2487 5.6229 -5.7521 -2.045 -1.347 1.066
C 8.4383 4.9542 -6.8939 1.192 2.313 -0.498
N 7.4284 5.9804 -7.5379 1.634 -2.144 0.700
H 6.9459 6.3075 -6.7191 -0.462 0.542 0.737
H 7.9509 6.7212 -7.9671 0.291 0.580 -0.249
C 6.3982 5.4631 -8.4689 -0.822 -0.767 -0.831
C 5.5126 4.3868 -7.7479 0.594 0.644 0.089
O 5.5317 4.8359 -6.4063 -0.392 -0.253 0.448
C 4.5461 4.2656 -5.5036 0.559 0.494 -0.703
H 7.9750 7.7441 -3.6603 -1.290 0.998 -0.023
H 9.6229 7.5891 -4.2052 0.121 0.068 -0.188
H 8.9715 6.5642 -2.9189 0.271 0.144 0.128
H 9.8846 4.8113 -5.3204 -0.071 0.745 -0.444
H 9.8051 6.4625 -6.1021 0.743 0.522 -0.346
H 7.8765 4.1354 -6.5940 -1.144 -1.236 0.865
H 9.1805 4.5991 -7.5963 -0.139 0.199 -0.730
H 6.8559 5.0304 -9.3804 -0.065 0.370 0.585
H 5.8310 6.3534 -8.7481 -0.157 -0.231 -0.066
H 6.0232 3.4121 -7.8764 -0.442 0.180 0.213
H 4.4610 4.3229 -8.1233 0.962 0.184 -0.095
H 5.0743 3.6804 -4.7122 -0.719 0.207 -0.802
H 3.8366 3.7435 -6.1527 0.061 -0.565 0.673
H 4.0038 5.1125 -5.0814 0.136 -0.124 0.293
C 5.3577 -2.9584 -0.0571 1.467 0.189 -1.160
O 6.0462 -2.7886 1.1850 -0.247 -0.250 -0.169
C 6.9170 -1.6957 1.1443 0.009 -1.058 0.345
C 7.7346 -1.7914 2.4426 0.153 1.722 -1.363
N 8.9051 -2.6796 2.3127 0.228 -0.011 -0.884
H 8.5867 -3.5616 1.9165 -0.092 -0.615 0.731
H 9.5855 -2.3580 1.5688 -0.948 0.377 0.984
C 9.7090 -2.7341 3.5711 0.495 -0.107 -0.045
C 10.4940 -1.3646 3.7353 -4.152 -0.129 0.026
O 10.5995 -0.9685 2.3965 1.541 1.992 -0.405
C 11.1153 0.3909 2.1951 -0.160 0.163 -0.422
H 6.0977 -2.8739 -0.8943 -0.123 -0.121 0.467
H 4.6535 -2.1600 -0.2710 -0.665 -0.361 0.433
H 5.0065 -3.9785 -0.1213 -0.712 0.174 0.290
H 6.3878 -0.7529 1.1566 -0.287 0.451 -0.090
H 7.4642 -1.7751 0.1754 0.389 0.399 0.735
H 7.0950 -2.0941 3.2703 0.150 -0.241 -0.125
H 8.1517 -0.7976 2.6342 -0.097 -0.197 0.235
H 10.4569 -3.4253 3.3365 1.324 -1.295 -0.297
H 9.1452 -3.2382 4.3718 -0.013 1.040 -0.055
H 11.3679 -1.5047 4.3098 1.318 -0.184 0.253
H 9.8162 -0.6548 4.2844 0.731 -0.322 -0.305
H 12.1807 0.4982 2.4267 -0.235 -0.383 0.032
H 10.5626 1.1568 2.7375 -0.203 -0.387 0.745
H 10.9409 0.7358 1.1642 0.214 -0.937 0.070
C -1.1660 -11.1414 -0.1266 1.014 -0.059 -1.090
O -0.8130 -9.8610 0.3070 -1.289 1.357 0.441
C 0.4223 -9.3747 -0.0575 1.379 0.344 1.672
C 0.4540 -7.9003 0.3778 1.394 -1.283 -0.656
N -0.4993 -7.1192 -0.3556 0.111 2.050 -1.645
H -1.3248 -7.6653 -0.4945 -1.069 -0.794 0.029
H -0.7560 -6.2921 0.2228 0.033 0.376 0.096
C -0.1087 -6.6838 -1.7658 0.016 -0.433 -0.786
C -1.3900 -6.7595 -2.6252 0.507 -0.370 1.018
O -2.0513 -7.9518 -2.2764 -0.066 -0.535 -0.486
C -3.2346 -8.1853 -3.0349 -0.846 -0.794 0.364
H -1.1722 -11.0928 -1.2508 -0.137 -0.716 0.904
H -2.1320 -11.4050 0.2881 -0.079 0.086 -0.087
H -0.3915 -11.8060 0.2746 -0.284 -0.493 -0.457
H 0.7099 -9.4938 -1.1045 -0.298 -0.165 -0.214
H 1.2099 -9.8543 0.5842 -0.292 0.094 -0.722
H 1.4451 -7.4926 0.1783 0.006 0.075 0.325
H 0.1800 -7.8023 1.4037 0.086 -0.073 0.831
H 0.6454 -7.3836 -2.1981 -0.647 0.213 0.662
H 0.3622 -5.6851 -1.8410 -0.390 -0.337 0.710
H -1.1461 -6.6774 -3.6757 0.073 -0.044 -0.355
H -2.1034 -6.0182 -2.3357 -0.204 1.367 -0.057
H -3.7625 -7.2692 -3.3589 0.339 -0.094 0.441
H -3.9218 -8.7977 -2.3881 0.671 0.626 -0.706
H -3.0114 -8.7489 -3.9461 0.089 -0.008 0.126
C 0.5138 2.3408 8.1101 0.173 -0.958 0.161
O 0.5948 1.0132 7.5642 0.737 0.527 -0.704
C 1.7003 0.8654 6.6740 -0.429 -1.218 1.590
C 1.4656 -0.4789 5.9591 0.677 0.843 0.924
N 1.1341 -1.4784 6.9996 0.646 -1.612 -0.834
H 1.5129 -1.2936 7.9066 0.684 0.404 0.590
H 0.1427 -1.5180 7.1282 -1.388 0.365 0.049
C 1.4237 -2.8848 6.5596 -0.948 -0.403 -1.360
C 0.3308 -3.3340 5.5305 0.107 0.665 1.626
O -0.8590 -2.7257 5.9988 -0.211 0.133 -0.431
C -1.9312 -2.6518 5.0454 -0.362 -0.570 0.392
H -0.4242 2.2975 8.6191 -0.631 0.626 0.263
H 0.5630 3.0646 7.3108 -0.251 0.368 -0.184
H 1.2909 2.5608 8.8466 0.183 -0.226 -0.116
H 2.6350 0.9076 7.2966 -0.425 -0.651 -0.562
H 1.8329 1.6628 5.9976 -0.345 1.067 -1.109
H 2.3837 -0.7597 5.4857 0.569 -0.396 -0.261
H 0.6820 -0.5734 5.2164 -0.243 0.653 0.014
H 1.3923 -3.5448 7.3959 0.054 -0.212 0.792
H 2.3645 -2.9506 6.0497 0.691 0.156 0.136
H 0.2814 -4.4100 5.5140 -0.144 -0.528 0.167
H 0.5740 -3.0391 4.5437 0.206 0.597 -1.204
H -1.6744 -2.0848 4.1526 0.401 0.022 -0.101
H -2.7498 -2.1229 5.5516 0.206 -0.362 -0.090
H -2.2333 -3.6717 4.7394 0.046 0.534 0.127
C 0.1375 1.1266 -0.9631 2.166 -0.634 -1.486
O -0.5431 -0.0290 -0.4546 -0.579 2.207 -0.045
C -1.9688 0.2321 -0.4668 1.955 1.094 -1.166
C -2.4579 -0.7705 0.4744 -1.097 -1.367 -0.246
N -2.0444 -2.1660 0.1290 -2.108 -1.767 1.026
H -1.0836 -2.3239 -0.0490 2.188 0.549 -0.132
H -2.1876 -2.7346 0.9933 0.413 0.003 -0.376
C -2.7397 -3.0129 -0.9733 1.455 1.201 -0.007
C -3.8954 -3.8392 -0.5506 1.382 -0.077 -0.083
O -4.8454 -2.9679 -0.0979 -2.089 0.157 0.488
C -6.0178 -3.6227 0.4646 0.434 0.824 -0.835
H -0.0633 2.1222 -0.5235 -0.718 -0.644 0.170
H 0.0144 1.1881 -2.1023 -0.005 0.013 1.474
H 1.2468 0.9818 -0.7813 -1.316 -0.227 -0.257
H -2.2688 0.2216 -1.5221 -0.519 -0.309 0.204
H -2.1498 1.2598 -0.0827 -0.166 -0.571 -0.074
H -3.5294 -0.8566 0.6157 -0.206 0.408 -0.038
H -1.9693 -0.4894 1.3837 0.169 -0.374 0.842
H -1.9037 -3.6030 -1.3771 -0.474 0.135 -0.012
H -3.1059 -2.3031 -1.6971 0.133 0.260 -0.493
H -3.6164 -4.5296 0.1972 0.506 -0.886 1.305
H -4.0800 -4.4714 -1.4082 -0.998 -0.032 -0.702
H -6.6899 -3.9772 -0.3384 0.370 0.001 0.439
H -6.5019 -2.8702 1.0599 -0.415 0.383 0.024
H -5.7298 -4.3924 1.1553 0.241 -0.716 0.079
Cl 1.8938 -2.6461 -0.5502 -0.381 0.048 -0.044
Cl -0.9377 -4.7181 1.7175 -0.412 0.019 -0.187
```
Positions in Å, forces in eV/Å.

---

- Look up the multiplicity of the second one.
  1

---

- The highest multiplicity belongs to which entry?
  C7H19FeIO2

---

- Look up the multiplicity of the third one.
  1